<P>
The following is a DFT calculation (ωB97M-V with the def2-TZVPD basis set) of a 2-piece molecular cluster, C3H10S overall.

- Molar mass: 78.180 g/mol
- Frontier orbital gap: 0.364 Eh
- SMILES: CCS.C
- E_LUMO: 0.947 eV
- HOMO: -0.3287 hartree

Cartesian coordinates (Å):
C 2.23 -0.51 1.27
C 1.27 0.02 0.21
S 0.44 1.50 0.89
H 3.22 -0.08 1.13
H 1.95 -0.34 2.31
H 2.23 -1.60 1.16
H 0.51 -0.70 -0.10
H 1.83 0.24 -0.70
H -0.82 1.42 0.40
C -2.63 -0.02 -1.32
H -1.59 -0.31 -1.18
H -2.64 1.00 -0.92
H -2.78 0.13 -2.38
H -3.21 -0.76 -0.77

=====

<Q>
The following is a DFT calculation (ωB97M-V with the def2-TZVPD basis set) of a 2-piece molecular cluster, C3H10S overall.

- Molar mass: 78.180 g/mol
- Frontier orbital gap: 0.363 Eh
- SMILES: CC.CS
- E_LUMO: 0.860 eV
- HOMO: -0.3315 hartree

Cartesian coordinates (Å):
C -1.55 -0.73 1.21
C -1.39 -1.30 -0.22
H -2.41 0.00 1.20
H -1.88 -1.50 1.88
H -0.77 -0.17 1.62
H -1.00 -0.60 -0.95
H -2.34 -1.65 -0.64
H -0.89 -2.29 -0.42
C 2.06 1.19 -0.13
S 2.52 1.87 -1.78
H 3.07 1.26 0.54
H 1.83 0.09 -0.16
H 1.52 2.09 0.14
H 1.23 1.72 -2.30

=====

<R>
The following is a DFT calculation (ωB97M-V with the def2-TZVPD basis set) of a 2-piece molecular cluster, C3H10S overall.

- Molar mass: 78.180 g/mol
- Frontier orbital gap: 0.393 Eh
- SMILES: CCC.S
- E_LUMO: 0.890 eV
- HOMO: -0.3599 hartree

Cartesian coordinates (Å):
C 0.54 1.67 -0.43
C -0.40 0.50 -0.98
C -1.18 0.03 0.23
H -0.05 2.57 -0.61
H 0.77 1.48 0.62
H 1.49 1.82 -0.94
H -1.13 1.01 -1.61
H 0.12 -0.30 -1.49
H -0.57 -0.46 0.99
H -1.86 -0.77 -0.14
H -1.77 0.69 0.87
S 1.86 -2.79 0.78
H 1.19 -1.77 1.38
H 0.99 -3.69 1.32

=====

Here are the energies relative to the best structure, in eV: <P> 0.000; <Q> 0.873; <R> 0.082.

=====

<P>
The following is a DFT calculation (ωB97M-V with the def2-TZVPD basis set) of a 6-piece molecular cluster, C2H16NO4 overall.

- Molar mass: 118.153 g/mol
- Frontier orbital gap: 0.163 Eh
- E_LUMO: -10.197 eV
- Net charge: +1
- HOMO: -0.5379 hartree

Cartesian coordinates (Å):
C 0.70 -0.89 1.40
C -0.35 0.05 0.57
N -1.25 -0.69 -0.37
H 1.49 -0.87 2.23
H 1.40 -1.04 0.63
H 0.17 -1.86 1.67
H 0.35 0.93 0.42
H -0.95 0.64 1.42
H -1.21 -0.08 -1.17
H -2.29 -0.82 -0.17
H 0.84 0.78 2.32
H 2.87 -0.42 -1.77
H 2.19 1.44 -0.58
O 2.03 -0.01 -1.29
H 0.32 0.45 2.78
H 1.92 2.98 -0.73
O 1.94 2.25 -0.03
H -3.87 0.59 2.49
H -4.67 1.47 1.38
O -3.78 1.28 1.80
H 1.02 -1.56 -1.94
H 0.89 -3.05 -2.01
O 0.59 -2.24 -2.51

=====

<Q>
The following is a DFT calculation (ωB97M-V with the def2-TZVPD basis set) of a 6-piece molecular cluster, C2H16NO4 overall.

- Molar mass: 118.153 g/mol
- Frontier orbital gap: 0.182 Eh
- E_LUMO: -9.940 eV
- Net charge: +1
- HOMO: -0.5476 hartree

Cartesian coordinates (Å):
C 0.33 1.01 1.69
C -0.91 0.25 1.16
N -0.52 -0.69 0.15
H 0.06 1.66 2.53
H 0.90 1.55 0.94
H 0.97 0.22 2.11
H -1.57 1.00 0.66
H -1.56 -0.31 1.83
H 0.32 -0.31 -0.29
H -0.30 -1.66 0.44
H -1.79 1.62 -0.75
H 3.10 0.94 -0.92
H 1.27 0.31 -1.53
O 2.25 0.72 -0.51
H -2.32 1.83 -1.25
H 0.45 0.04 -2.78
O 0.32 0.42 -1.90
H -3.84 -1.00 -0.94
H -2.38 -0.51 -0.89
O -3.27 -0.34 -0.56
H 2.25 -0.62 0.06
H 2.52 -2.21 0.37
O 1.94 -1.46 0.52

=====

Here are the energies relative to the best structure, in eV: <P> 3.524; <Q> 0.000.